Computed, not measured: a structure of composition C42H38N8O4OsS3, with ωB97M-V/def2-TZVPD.

Its expectation value of S² is 6.04. As for the maximum force: 1.776 eV/A. Its HOMO energy (alpha / beta) is -12.4499 / -12.4590 eV.

Structure (ORCA input):
```
! RIJCOSX wB97M-V def2-TZVPD def2/J DEFGRID3
* xyz 2 5
Os 0.626 0.999 0.380
O 0.336 -0.532 4.474
S -0.262 0.466 3.659
O -0.555 1.778 4.175
N 0.845 0.811 2.376
C 2.153 1.061 2.851
C 2.559 1.258 4.151
C 3.917 1.514 4.457
C 4.874 1.591 3.486
C 4.477 1.402 2.126
C 5.404 1.426 1.059
C 4.965 1.224 -0.239
C 3.591 1.056 -0.458
N 2.701 1.027 0.538
C 3.126 1.153 1.834
C -1.738 -0.184 2.967
C -1.701 -1.398 2.283
C -2.901 -1.909 1.808
C -4.091 -1.247 2.085
C -4.114 -0.053 2.779
C -2.924 0.498 3.220
H 1.864 1.246 4.976
H 4.162 1.682 5.494
H 5.908 1.751 3.715
H 6.451 1.589 1.254
H 5.628 1.208 -1.083
H 3.230 0.958 -1.477
H -0.766 -1.924 2.138
H -2.885 -2.853 1.264
H -5.026 -1.690 1.762
H -5.043 0.462 3.001
H -2.925 1.414 3.800
C -4.197 -2.673 -3.930
C -2.879 -1.997 -3.654
C -2.657 -0.664 -4.012
C -1.464 -0.042 -3.707
C -0.497 -0.731 -3.015
C -0.690 -2.071 -2.669
C -1.861 -2.706 -3.013
S 0.997 -0.038 -2.461
O 1.474 -0.921 -1.434
O 1.830 0.334 -3.559
N 0.645 1.346 -1.596
C 0.626 2.663 -2.180
C 0.523 2.949 -3.501
C 0.567 4.278 -3.949
C 0.702 5.325 -3.094
C 0.814 5.051 -1.705
C 1.038 6.068 -0.757
C 1.233 5.751 0.548
C 1.206 4.390 0.933
N 0.970 3.422 0.079
C 0.775 3.727 -1.246
H -4.974 -1.970 -4.230
H -4.549 -3.201 -3.043
H -4.114 -3.418 -4.716
H -3.416 -0.123 -4.554
H -1.312 0.988 -4.001
H 0.077 -2.611 -2.138
H -1.989 -3.759 -2.765
H 0.457 2.143 -4.219
H 0.486 4.441 -5.011
H 0.713 6.349 -3.439
H 1.035 7.114 -1.065
H 1.435 6.488 1.305
H 1.377 4.138 1.983
C 3.333 -6.421 -0.310
C 2.128 -5.626 0.082
C 0.847 -6.090 0.173
C -0.162 -5.168 0.496
N 0.078 -3.899 0.766
C 1.356 -3.467 0.832
S 1.833 -1.976 1.448
N 2.340 -4.325 0.401
C -1.583 -5.595 0.552
H 3.085 -7.468 -0.488
H 4.088 -6.356 0.481
H 3.762 -6.010 -1.240
H 0.632 -7.122 0.008
H 3.282 -3.955 0.382
H -1.722 -6.660 0.364
H -2.165 -5.042 -0.200
H -1.978 -5.341 1.552
N -1.489 3.192 1.750
C -2.087 2.409 0.830
C -3.363 2.760 0.334
C -4.010 1.917 -0.513
C -3.428 0.688 -0.876
C -2.182 0.420 -0.436
N -1.471 1.302 0.358
H -2.068 3.929 2.121
H -0.879 2.767 2.445
H -3.826 3.678 0.664
H -5.003 2.160 -0.859
H -3.943 -0.044 -1.469
H -1.673 -0.485 -0.692
*
```